# 1
This record from OMol25 describes a structure of composition C42H49N10O3PRb. The level of theory is the ωB97M-V functional and the def2-TZVPD basis.

As for the charge: -1. For the HOMO energy, the calculation gives -3.9 eV. Its frontier orbital gap is 6.0 eV.

Geometry as XYZ:
```
106
C42H49N10O3PRb (the ωB97M-V functional and the def2-TZVPD basis)
Rb -0.606 0.401 1.666
O -3.338 0.591 1.857
C -4.317 -0.150 1.568
C -5.411 0.309 0.744
C -6.534 -0.438 0.495
C -6.684 -1.727 1.030
C -5.643 -2.231 1.780
C -4.462 -1.519 2.025
C -3.421 -2.222 2.750
N -2.191 -1.908 2.804
C -1.314 -2.774 3.575
C 0.081 -2.178 3.638
N 0.760 -2.371 2.369
C 1.935 -1.915 2.194
C 2.813 -1.130 3.071
C 4.168 -1.471 3.086
C 5.097 -0.794 3.852
C 4.651 0.285 4.631
C 3.336 0.681 4.603
C 2.355 0.041 3.774
O 1.197 0.539 3.616
H -5.329 1.299 0.314
H -7.325 -0.023 -0.122
H -7.580 -2.307 0.854
H -5.724 -3.238 2.185
H -3.767 -3.141 3.257
H -1.251 -3.767 3.111
H -1.697 -2.906 4.595
H 0.652 -2.656 4.444
H 0.006 -1.114 3.887
H 2.399 -2.206 1.242
H 4.493 -2.311 2.476
H 6.139 -1.089 3.857
H 5.360 0.825 5.250
H 3.001 1.538 5.177
N -2.658 -2.136 -1.891
C -2.252 -1.451 -0.778
N -2.156 -0.185 -0.704
C -2.499 0.606 -1.798
N -2.501 1.885 -1.735
N -2.082 2.509 -0.619
C -2.885 2.921 0.264
C -2.392 3.605 1.472
C -3.300 4.073 2.416
C -2.822 4.631 3.588
C -1.453 4.707 3.784
C -0.623 4.231 2.778
N -1.072 3.704 1.646
C -2.865 -0.059 -3.061
C -3.157 0.636 -4.231
C -3.542 -0.037 -5.377
C -3.643 -1.424 -5.363
C -3.357 -2.134 -4.213
C -2.963 -1.456 -3.061
H -2.777 -3.133 -1.852
H -1.994 -2.053 0.093
H -3.957 2.755 0.201
H -4.363 3.960 2.242
H -3.508 4.984 4.348
H -1.037 5.105 4.700
H 0.456 4.265 2.890
H -3.085 1.715 -4.210
H -3.771 0.515 -6.280
H -3.950 -1.956 -6.255
H -3.435 -3.215 -4.195
O 0.708 0.058 -0.512
P 2.009 -0.026 -1.199
N 2.366 -1.571 -1.716
C 3.719 -2.129 -1.638
C 3.500 -3.611 -1.922
C 2.169 -3.884 -1.219
C 1.351 -2.631 -1.528
N 2.064 0.871 -2.617
C 1.848 0.236 -3.924
C 1.533 1.417 -4.834
C 0.686 2.308 -3.923
C 1.399 2.195 -2.576
N 3.291 0.498 -0.274
C 3.043 1.351 0.905
C 3.616 2.701 0.495
C 4.896 2.290 -0.241
C 4.552 0.932 -0.895
H 4.151 -1.991 -0.639
H 4.384 -1.655 -2.365
H 4.321 -4.228 -1.557
H 3.397 -3.773 -2.998
H 2.324 -3.969 -0.142
H 1.678 -4.793 -1.566
H 0.660 -2.377 -0.723
H 0.773 -2.761 -2.451
H 0.997 -0.457 -3.913
H 2.731 -0.325 -4.236
H 1.022 1.113 -5.747
H 2.458 1.934 -5.107
H -0.329 1.911 -3.844
H 0.624 3.340 -4.268
H 0.703 2.267 -1.738
H 2.149 2.987 -2.469
H 3.590 0.957 1.761
H 1.985 1.368 1.149
H 3.816 3.341 1.355
H 2.920 3.216 -0.173
H 5.699 2.152 0.485
H 5.225 3.024 -0.976
H 5.346 0.203 -0.704
H 4.421 1.019 -1.975
```

***

# 2
This record from OMol25 describes a structure of composition C24H20N4OPd. The level of theory is the ωB97M-V functional and the def2-TZVPD basis.

As for the charge: -2. For the HOMO energy, the calculation gives 0.5 eV. Its frontier orbital gap is 4.7 eV.

Geometry as XYZ:
```
50
C24H20N4OPd (the ωB97M-V functional and the def2-TZVPD basis)
Pd -0.456 0.054 -0.690
O -3.609 0.830 -3.376
C -2.666 0.913 -2.555
N -1.586 0.167 -2.475
C -1.500 -0.847 -3.500
C -0.248 -1.655 -3.313
C -0.278 -2.840 -2.574
C 0.883 -3.552 -2.379
C 2.065 -3.062 -2.921
C 2.002 -1.892 -3.656
N 0.885 -1.201 -3.881
C -2.735 1.994 -1.494
C -2.918 1.649 -0.150
C -3.028 2.646 0.793
C -2.940 3.973 0.374
C -2.751 4.213 -0.972
N -2.664 3.259 -1.903
H -1.477 -0.410 -4.506
H -2.379 -1.506 -3.460
H -1.212 -3.154 -2.127
H 0.884 -4.457 -1.782
H 3.011 -3.560 -2.754
H 2.909 -1.476 -4.089
H -2.919 0.605 0.130
H -3.134 2.403 1.844
H -2.979 4.794 1.080
H -2.662 5.237 -1.334
C 0.522 3.263 3.737
C 0.177 3.361 2.386
C 0.242 2.271 1.545
C 0.670 0.995 1.995
C 1.000 0.913 3.373
C 0.924 2.018 4.207
N 0.648 -0.050 1.120
C 1.372 -1.187 1.378
C 2.635 -1.209 2.017
C 3.343 -2.386 2.191
C 2.840 -3.606 1.749
C 1.603 -3.602 1.105
C 0.893 -2.432 0.916
H 0.466 4.121 4.397
H -0.164 4.309 1.982
H -0.054 2.339 0.502
H 1.288 -0.040 3.796
H 1.175 1.893 5.258
H 3.070 -0.275 2.348
H 4.317 -2.347 2.671
H 3.397 -4.525 1.887
H 1.188 -4.535 0.734
H -0.050 -2.416 0.378
```

***

# 3
This record from OMol25 describes the molecule C6H6O2 in a non-equilibrium geometry. The level of theory is the ωB97M-V functional and the def2-TZVPD basis.

For the HOMO energy, the calculation gives -8.1 eV. Its frontier orbital gap is 9.1 eV.

Geometry as XYZ:
```
14
C6H6O2 (the ωB97M-V functional and the def2-TZVPD basis)
C -0.366 1.202 1.604
C -1.210 0.381 0.951
C -0.502 -0.107 -0.188
C -0.254 -1.095 -1.363
C 1.015 -1.076 -1.648
O 1.687 -0.347 -0.677
C 0.932 -0.060 0.404
O 0.889 1.063 1.303
H -0.819 2.020 2.245
H -2.274 0.749 1.163
H -0.617 0.936 -0.586
H -1.135 -1.218 -1.999
H 1.594 -1.452 -2.255
H 1.060 -0.995 1.045
```

***

# 4
This record from OMol25 describes a structure of composition C4H6O2. The level of theory is the ωB97M-V functional and the def2-TZVPD basis.

For the HOMO energy (spin up / spin down), the calculation gives -7.7 / -7.7 eV. Its frontier orbital gap (spin up / spin down) is 8.2 / 8.2 eV.

Geometry as XYZ:
```
12
C4H6O2 (the ωB97M-V functional and the def2-TZVPD basis)
O 1.660 -0.434 -0.760
C 0.907 0.159 0.202
C -0.920 1.106 -0.004
C -1.197 -0.313 -0.563
C -0.341 -0.580 0.657
O -0.908 0.573 1.327
H 2.498 0.038 -0.855
H 1.443 0.675 1.007
H 0.185 1.444 -0.261
H -2.253 -0.566 -0.448
H -0.803 -0.588 -1.544
H -0.271 -1.514 1.242
```

***

# 5
This record from OMol25 describes a cluster of 13 separate species, C5H38N2O13 in total in a non-equilibrium geometry. The level of theory is the ωB97M-V functional and the def2-TZVPD basis.

For the HOMO energy, the calculation gives -9.4 eV. Its frontier orbital gap is 9.3 eV.

Geometry as XYZ:
```
58
C5H38N2O13 (the ωB97M-V functional and the def2-TZVPD basis)
N 2.437 1.276 -2.746
C 3.465 0.278 -2.390
C 3.370 -0.089 -0.892
N 2.020 -0.402 -0.368
C 2.212 0.718 1.837
C 1.464 0.627 0.511
C -0.028 0.154 0.871
O -0.103 -1.237 0.696
H 2.683 2.246 -2.826
H 1.791 0.947 -3.437
H 1.370 -0.506 -1.144
H 3.272 -0.603 -2.999
H 4.449 0.693 -2.614
H 3.763 0.707 -0.247
H 3.973 -0.992 -0.799
H 0.766 -1.648 0.786
H 1.644 1.418 2.459
H 2.308 -0.242 2.317
H 3.193 1.194 1.703
H 1.404 1.577 -0.067
H -0.821 0.601 0.267
H -0.166 0.509 1.891
H 0.822 -1.514 3.864
H -0.496 -2.082 4.633
O 0.043 -1.317 4.389
H -3.685 -1.145 -0.078
H -3.076 0.291 0.263
O -3.415 -0.547 0.612
H -0.138 -0.071 -3.489
H -0.610 -0.055 -5.055
O 0.016 0.240 -4.373
H -0.919 -3.257 -3.642
H -1.114 -2.600 -2.264
O -0.532 -2.559 -3.075
H -2.081 -3.097 -0.136
H -1.069 -2.046 -0.396
O -1.838 -2.476 -0.838
H -1.896 -0.068 -1.481
H -1.987 1.358 -2.184
O -2.443 0.511 -2.016
H -1.766 3.598 1.709
H -0.991 2.560 2.532
O -0.984 3.490 2.283
H 3.116 -2.864 2.574
H 3.240 -1.729 1.630
O 3.497 -1.984 2.525
H -2.981 -2.204 2.751
H -1.506 -2.542 2.327
O -2.293 -2.874 2.763
H -2.535 0.074 2.751
H -2.202 0.548 4.236
O -2.353 0.815 3.330
H -3.368 2.858 -1.018
H -4.141 2.904 0.492
O -3.558 3.273 -0.177
H 0.185 2.715 -2.260
H -0.723 1.966 -3.355
O -0.686 2.605 -2.639
```

***

# 6
This record from OMol25 describes a cluster of 2 separate species, C5H8F3N4 in total in a non-equilibrium geometry. The level of theory is the ωB97M-V functional and the def2-TZVPD basis.

As for the charge: +1. For the HOMO energy (spin up / spin down), the calculation gives -11.7 / -10.1 eV. Its frontier orbital gap (spin up / spin down) is 8.2 / 6.6 eV.

Geometry as XYZ:
```
20
C5H8F3N4 (the ωB97M-V functional and the def2-TZVPD basis)
C -1.298 0.976 0.054
C -1.916 -0.239 0.259
C 0.087 -1.280 0.812
C 0.078 1.193 0.413
C 0.652 0.447 -2.026
N -1.243 -1.399 0.591
N 0.622 -0.034 0.928
N 0.980 -2.271 0.921
N 0.582 2.432 0.525
F 1.976 0.548 -1.950
F 0.137 -0.822 -2.007
F 0.288 1.128 -3.120
H -2.000 1.746 -0.308
H -2.974 -0.545 0.037
H -1.679 -2.323 0.590
H 1.576 0.165 1.165
H 0.625 -3.168 1.254
H 1.993 -2.173 0.921
H 0.128 3.055 -0.134
H 1.388 2.564 1.076
```

***

# 7
This record from OMol25 describes a cluster of 2 separate species, C5H16NO2 in total in a non-equilibrium geometry. The level of theory is the ωB97M-V functional and the def2-TZVPD basis.

For the HOMO energy (spin up / spin down), the calculation gives -3.3 / -10.9 eV. As for the spin multiplicity: 2. Its frontier orbital gap (spin up / spin down) is 4.0 / 11.3 eV.

Geometry as XYZ:
```
24
C5H16NO2 (the ωB97M-V functional and the def2-TZVPD basis)
C 1.552 -0.894 -0.589
O 2.458 -1.044 0.573
C 0.504 0.089 -0.055
C -0.913 0.089 -0.690
C -1.024 0.356 -2.171
C -1.866 0.874 0.206
N 1.096 1.511 0.210
H 2.161 -0.484 -1.402
H 1.072 -1.869 -0.647
H 2.819 -1.916 0.436
H 0.299 -0.213 0.973
H -1.119 -0.987 -0.610
H -0.045 0.167 -2.671
H -1.017 1.435 -2.469
H -1.805 -0.188 -2.698
H -1.567 1.380 1.120
H -2.108 1.768 -0.393
H -2.714 0.369 0.628
H 0.483 2.228 -0.210
H 1.230 1.599 1.254
H 2.042 1.594 -0.227
H 0.110 -2.488 3.270
H -1.026 -1.343 3.346
O -0.621 -2.032 2.816
```

***

# 8
This record from OMol25 describes the ion C3H6ClN2O with charge +1 in a non-equilibrium geometry. The level of theory is the ωB97M-V functional and the def2-TZVPD basis.

As for the charge: +1. For the HOMO energy, the calculation gives -13.7 eV. Its frontier orbital gap is 9.7 eV.

Geometry as XYZ:
```
13
C3H6ClN2O (the ωB97M-V functional and the def2-TZVPD basis)
N 2.139 0.514 0.205
C 1.107 0.302 -0.566
N -0.075 0.642 -0.174
O -1.246 0.564 -0.952
C -2.051 -0.436 -0.493
C -1.998 -1.192 0.572
Cl -0.932 -0.980 1.977
H 3.159 0.243 0.040
H 1.988 0.756 1.225
H 1.185 0.128 -1.717
H -0.135 1.082 0.699
H -2.715 -0.625 -1.343
H -2.823 -1.904 0.891
```

***

Calculated energy above the lowest of the compared OMol25 structures with the same formula, charge and spin, 57.8, 0.0, 475.2, 587.8, 332.5, 309.8, 223.3, 377.8 kJ/mol (same order as the records).
Calculated electronic energy, -75341.4162, -36700.5055, -10408.4838, -8334.3694, -35398.9268, -19418.2874, -11025.2031, -20748.4516 eV (same order as the records).